The following is a quantum chemistry calculation of C27H20Cl2F6NO3PtS2Sb as an isolated structure, from OMol25.

```
63
Properties=species:S:1:pos:R:3
Pt -0.9310 -0.7168 -0.2794
Cl -1.1857 0.1332 -2.7996
C -1.3195 1.5547 -1.7653
C -1.0184 2.7857 -2.4496
C -0.1989 3.7441 -1.9661
C 0.3288 3.8289 -0.6225
C -0.4223 3.6679 0.4687
Cl 0.2321 3.6738 2.0547
C -2.3453 1.9140 0.4506
N -3.2082 1.4575 1.3190
C -3.8352 0.1496 1.3802
C -4.9141 -0.0788 0.5381
C -5.6029 -1.2771 0.6331
C -5.2094 -2.2245 1.5675
C -4.1333 -1.9759 2.4066
C -3.4335 -0.7765 2.3399
C -2.2608 -0.5404 3.2578
C -1.0305 -1.1334 2.5999
O -0.4695 -2.1272 2.9152
O -0.5528 -0.3125 1.5658
H -1.2396 2.7969 -3.5103
H 0.1970 4.4483 -2.6908
H 1.3817 4.0658 -0.5026
H -3.6353 2.1750 1.8999
H -5.2206 0.6802 -0.1714
H -6.4493 -1.4636 -0.0133
H -5.7457 -3.1602 1.6473
H -3.8311 -2.7194 3.1337
H -2.4069 -1.0240 4.2197
H -2.0693 0.5216 3.4168
F -0.2420 -2.7801 0.0620
Sb -1.7650 -3.7679 -0.7417
F -0.7210 -5.2049 -1.2170
F -1.2459 -2.7067 -2.2262
F -3.3807 -4.1934 -1.5217
F -2.5731 -1.9224 -0.1893
F -2.2387 -4.3045 0.9621
S -2.1964 3.6432 0.3663
C -1.5819 1.1482 -0.5015
O 0.8132 0.1184 -0.6496
S 2.0717 -0.3609 0.2180
C 2.9936 1.1297 0.3405
C 3.5377 1.7346 -0.7910
C 4.2300 2.9215 -0.6325
C 4.3751 3.4807 0.6369
C 3.8308 2.8630 1.7542
C 3.1303 1.6729 1.6123
C 2.9818 -1.3180 -0.9660
C 4.3117 -1.5948 -0.6697
C 5.0155 -2.4265 -1.5238
C 4.3910 -2.9716 -2.6397
C 3.0599 -2.6915 -2.9095
C 2.3354 -1.8607 -2.0658
H 3.4420 1.2693 -1.7643
H 4.6798 3.4029 -1.4908
H 4.9350 4.3994 0.7538
H 3.9653 3.2959 2.7360
H 2.7063 1.1700 2.4728
H 4.7947 -1.1715 0.2027
H 6.0522 -2.6517 -1.3152
H 4.9473 -3.6225 -3.3002
H 2.5783 -3.1223 -3.7764
H 1.2959 -1.6448 -2.2697
```

The spin multiplicity is 1. The charge is +2. The value obtained for the LUMO energy is -8.178 eV. For the orbital gap, the calculation gives 6.62 eV.

---

The following is a quantum chemistry calculation of C27H20ClFeIN5O7 as an isolated structure, from OMol25.

```
62
Properties=species:S:1:pos:R:3
Fe -0.0999 -0.4886 -0.2744
Cl -5.9207 0.5169 3.1373
C -4.2516 0.2184 2.7120
C -3.3073 0.1437 3.6965
C -1.9597 -0.0930 3.3911
I -0.5630 -0.2285 4.9291
C -1.5119 -0.2576 2.0809
O -0.3073 -0.4789 1.7242
C -2.5368 -0.1875 1.0645
N -2.0824 -0.3711 -0.2031
C -2.9277 -0.3153 -1.2049
C -4.2997 -0.0788 -1.0085
C -4.7816 0.1018 0.2563
C -3.8925 0.0497 1.3527
H -3.6060 0.2698 4.7285
H -2.5121 -0.4550 -2.1939
H -4.9543 -0.0371 -1.8680
H -5.8323 0.2879 0.4325
O -0.0815 3.3898 -4.9777
C -0.0756 2.6220 -4.0447
C -0.1689 1.1087 -4.1214
O -0.2793 0.4393 -5.1369
C -0.0908 0.6580 -2.7437
C -0.0340 1.7354 -1.8387
O 0.0022 1.5413 -0.5810
C 0.0475 3.0017 -2.5756
O 0.2101 4.1255 -2.1379
O -0.0831 -0.5474 -2.2902
C 3.1006 1.3203 -1.3866
C 2.6037 0.6745 -0.1187
O 1.9717 -0.3869 -0.1433
N 2.9415 1.3114 1.0128
C 2.4871 0.9588 2.3491
C 1.8196 2.1257 3.0362
C 2.4531 2.7975 4.0763
C 1.7978 3.8557 4.6871
C 0.5401 4.2091 4.2314
C -0.0054 3.4822 3.1795
N 0.6113 2.4651 2.5969
H 2.9193 0.6470 -2.2192
H 4.1632 1.5579 -1.3201
H 2.5458 2.2461 -1.5512
H 3.4150 2.1937 0.9042
H 3.3413 0.6286 2.9472
H 1.7742 0.1431 2.2541
H 3.4349 2.4830 4.4086
H 2.2619 4.3922 5.5054
H -0.0122 5.0266 4.6748
H -0.9872 3.7276 2.7879
N -1.1100 -3.0544 -2.0927
C -0.4711 -3.5060 -0.9828
C -0.3560 -4.8895 -0.7323
C 0.3019 -5.3202 0.3899
C 0.8478 -4.3793 1.2628
C 0.6759 -3.0476 0.9603
N 0.0225 -2.6014 -0.1243
H -1.2927 -3.7342 -2.8088
H -0.8606 -2.1118 -2.4059
H -0.7839 -5.5871 -1.4408
H 0.3993 -6.3809 0.5874
H 1.3804 -4.6672 2.1573
H 1.0558 -2.2759 1.6124
```

The spin multiplicity is 1. The charge is -1. The value obtained for the LUMO energy is 2.088 eV. For the energy above the lowest of the compared OMol25 structures with the same formula, charge and spin, the calculation gives 0.00 kJ/mol. For the orbital gap, the calculation gives 6.26 eV.

---

The following is a quantum chemistry calculation of C27H20F3O2P2S2W as an isolated structure, from OMol25.

```
57
Properties=species:S:1:pos:R:3
W -2.6601 0.8005 0.3914
S -2.1583 1.5398 -1.8352
P -0.3009 1.2395 -0.9756
C -0.6838 0.4024 0.4892
P -0.7614 -1.3028 0.8016
S -2.7969 -1.5694 0.5286
C -0.3084 -1.6814 2.4915
C -0.3343 -3.0085 2.9213
C -0.0351 -3.3030 4.2393
C 0.2876 -2.2792 5.1232
C 0.3083 -0.9605 4.6948
C 0.0069 -0.6562 3.3762
C 0.1825 -2.3835 -0.2805
C 1.4744 -2.7467 0.0963
C 2.2351 -3.5368 -0.7485
C 1.7115 -3.9571 -1.9624
C 0.4255 -3.5911 -2.3378
C -0.3445 -2.8051 -1.4975
C 0.7773 0.3883 -2.1403
C 2.0782 0.1154 -1.7208
C 2.9629 -0.4919 -2.5935
C 2.5566 -0.8129 -3.8831
C 1.2644 -0.5332 -4.2997
C 0.3675 0.0656 -3.4284
C 0.4297 2.8341 -0.6081
C 0.2907 3.8874 -1.5111
C 0.9154 5.0922 -1.2512
C 1.6783 5.2457 -0.0977
C 1.8161 4.1974 0.7978
C 1.1909 2.9844 0.5456
H -0.5869 -3.8045 2.2304
H -0.0561 -4.3290 4.5800
H 0.5210 -2.5139 6.1530
H 0.5543 -0.1669 5.3869
H 0.0080 0.3707 3.0331
H 1.8779 -2.4247 1.0479
H 3.2345 -3.8289 -0.4553
H 2.3072 -4.5794 -2.6172
H 0.0185 -3.9250 -3.2827
H -1.3523 -2.5256 -1.7816
H 2.3972 0.3828 -0.7189
H 3.9733 -0.7074 -2.2726
H 3.2545 -1.2787 -4.5661
H 0.9518 -0.7790 -5.3056
H -0.6425 0.2823 -3.7520
H -0.3118 3.7701 -2.4046
H 0.8047 5.9155 -1.9435
H 2.1622 6.1918 0.1041
H 2.4047 4.3235 1.6964
H 1.2762 2.1615 1.2442
F -5.1391 1.1967 -0.2160
C -5.2657 2.2753 0.6459
F -4.3094 3.1469 0.2445
F -6.4446 2.7976 0.4991
C -4.8963 1.7604 2.0798
O -5.6213 1.8838 3.0114
O -3.6960 1.2309 2.0342
```

Its expectation value of S² is 2.02. The spin multiplicity is 3. The charge is +1. The value obtained for the LUMO energy (spin up / spin down) is -3.812 / -3.698 eV. For the energy above the lowest of the compared OMol25 structures with the same formula, charge and spin, the calculation gives 25.98 kJ/mol. For the orbital gap (spin up / spin down), the calculation gives 6.96 / 8.47 eV.

---

The following is a quantum chemistry calculation of C27H20I2N2OPPt as an isolated structure, from OMol25.

```
54
Properties=species:S:1:pos:R:3
Pt -1.2133 -0.4405 -0.6110
N -1.8255 1.4556 -1.0722
C -0.8650 2.4431 -1.5867
C -1.2611 3.7227 -1.9292
C -0.3281 4.5619 -2.5200
C 0.9665 4.1118 -2.7725
C 1.3466 2.8298 -2.4081
C 0.4234 1.9956 -1.7865
P 0.7226 0.3478 -1.1405
C 1.2801 0.6904 0.5691
C 1.4200 1.9892 1.0530
C 1.7850 2.2098 2.3762
C 2.0201 1.1364 3.2207
C 1.8943 -0.1622 2.7397
C 1.5251 -0.3846 1.4253
C 2.1435 -0.3656 -1.9574
C 3.4396 -0.2663 -1.4587
C 4.4952 -0.7967 -2.1866
C 4.2623 -1.4231 -3.4021
C 2.9701 -1.5272 -3.9031
C 1.9133 -1.0023 -3.1810
H -2.4033 1.1700 -1.8674
H -2.4546 1.8604 -0.3815
H -2.2789 4.0532 -1.7613
H -0.6182 5.5641 -2.8028
H 1.6796 4.7662 -3.2540
H 2.3558 2.4799 -2.5874
H 1.2521 2.8406 0.4072
H 1.8936 3.2229 2.7397
H 2.3113 1.3083 4.2480
H 2.0862 -1.0024 3.3935
H 1.4344 -1.4035 1.0635
H 3.6328 0.2210 -0.5120
H 5.5022 -0.7210 -1.7995
H 5.0905 -1.8386 -3.9603
H 2.7877 -2.0216 -4.8472
H 0.9023 -1.0930 -3.5620
I -2.7803 -5.4596 -1.0998
C -2.9210 -4.1766 0.4820
C -3.4761 -4.6296 1.7091
C -3.5873 -3.8188 2.8027
I -4.2976 -4.6080 4.5637
C -3.1818 -2.4522 2.7101
C -3.2552 -1.5043 3.7495
C -2.8228 -0.2185 3.5371
C -2.3386 0.1386 2.2757
N -2.2771 -0.7226 1.2789
C -2.6648 -2.0100 1.4829
C -2.4719 -2.8851 0.3620
O -1.9203 -2.3953 -0.7279
H -3.8009 -5.6587 1.7780
H -3.6387 -1.7993 4.7168
H -2.8560 0.5199 4.3247
H -1.9977 1.1477 2.0699
```

The spin multiplicity is 1. The charge is +1. The value obtained for the LUMO energy is -3.778 eV. For the energy above the lowest of the compared OMol25 structures with the same formula, charge and spin, the calculation gives 115.00 kJ/mol. For the orbital gap, the calculation gives 6.30 eV.

---

The total energy results, record by record, are as follows: -3996.27405, -3863.16591, -3036.97705, -2281.50941 Ha.